The following is a DFT calculation (ωB97M-V with the def2-TZVPD basis set) of a structure of composition C31H55As3BN6O3W at a distorted geometry.

```
100
Properties=species:S:1:pos:R:3:forces:R:3
W -0.3506 0.1121 0.3659 0.3 1.8 1.4
C -2.5188 4.1057 -1.4849 -0.2 1.2 -0.2
N -2.0953 4.0135 -0.0819 -0.2 -1.5 0.0
C -2.0368 5.2565 0.7194 0.1 -0.1 -0.7
C -1.7573 2.8276 0.3953 0.2 1.8 0.1
O -1.6317 1.7695 -0.2865 0.0 -0.5 -0.6
C -1.4079 2.7232 1.8473 0.0 0.7 1.1
O -1.2529 1.3306 2.0909 -0.3 -0.3 0.2
C -2.3782 0.6895 2.7301 0.5 0.6 0.5
C -2.8494 -0.4630 1.9162 0.4 -0.1 0.1
O -2.1648 -0.8575 0.9253 0.5 0.4 -0.6
N -3.9325 -1.0484 2.3075 -1.1 0.2 0.6
C -4.5244 -2.1081 1.5314 0.1 -1.2 0.2
C -4.5774 -0.6787 3.5847 -0.4 -1.1 0.0
H -3.5896 4.3031 -1.5624 -0.1 -0.3 0.3
H -2.2583 3.2148 -2.0260 0.1 -0.3 -0.1
H -2.0646 4.9828 -1.9580 0.3 -0.2 0.2
H -1.2565 5.8342 0.2441 0.3 0.4 0.1
H -1.7768 5.1002 1.7624 -0.1 -0.1 -0.1
H -2.9587 5.8266 0.6237 -0.1 -0.2 0.1
H -2.1778 3.1367 2.5417 0.5 -0.3 -0.7
H -0.4648 3.2588 2.0981 -0.3 -0.6 -0.3
H -3.2380 1.3422 2.9312 0.5 0.3 -0.3
H -1.9986 0.3841 3.7006 -0.1 -0.3 0.2
H -5.5032 -1.8736 1.1428 -0.3 0.4 0.1
H -4.5825 -3.0239 2.1327 -0.1 0.3 0.0
H -3.8633 -2.3093 0.7204 0.3 -0.2 -0.7
H -3.8148 -0.3724 4.2711 0.1 0.2 0.5
H -5.0608 -1.5811 3.9943 0.4 0.3 -0.2
H -5.3703 0.0533 3.5043 0.0 0.4 -0.4
C 2.6381 -2.1058 0.8232 -1.2 -0.7 0.4
As 0.9446 -2.0449 -0.1299 -0.1 -0.5 -1.3
C -0.4682 -3.3853 0.0777 -0.3 0.9 1.1
C 1.7346 -2.4714 -1.8726 0.1 -0.6 -0.3
C 1.0893 -2.3415 -3.2675 -0.4 1.1 0.5
C 2.1579 -2.8424 -4.2679 0.4 -0.5 0.1
C 0.8089 -0.8348 -3.5849 0.7 0.0 -0.2
As -0.1965 0.3408 -2.3583 -0.7 -0.5 0.0
C -2.1252 0.2141 -2.9384 0.8 0.0 0.9
C 0.4127 2.1839 -2.7452 -0.4 -1.0 0.0
C -0.1755 -3.1731 -3.3846 0.0 -1.4 -0.5
As -0.6493 -3.5326 -5.3281 -0.4 -0.8 -0.1
C -1.0006 -5.5192 -5.1624 -0.1 0.9 0.3
C -2.5169 -2.9630 -5.3175 0.2 0.7 0.0
H 3.1525 -2.9917 0.5093 0.6 -0.2 -0.3
H 2.5011 -2.1536 1.8742 -0.3 -0.4 1.0
H 3.1392 -1.1797 0.6843 0.6 0.7 -0.8
H -0.1622 -4.3951 -0.0403 0.5 -0.8 -0.3
H -1.2316 -3.1141 -0.6519 0.2 -0.1 -0.1
H -0.9464 -3.2870 1.0618 0.3 0.0 -0.2
H 2.1058 -3.5198 -1.7518 -0.3 0.7 0.1
H 2.6107 -1.8498 -1.8808 0.7 0.4 0.1
H 3.1856 -2.4869 -4.0689 -0.5 0.0 0.2
H 1.9394 -2.5561 -5.2964 -0.2 -0.1 0.1
H 2.1777 -3.9537 -4.2128 0.1 0.6 -0.2
H 0.2968 -0.7125 -4.5469 -0.2 -0.2 0.1
H 1.7793 -0.3504 -3.7543 -0.1 0.2 0.3
H -2.3987 1.1307 -3.4140 0.0 0.6 -0.7
H -2.7679 0.1585 -2.0624 0.2 -0.2 0.2
H -2.3176 -0.6368 -3.5793 0.2 -0.1 -0.2
H -0.0754 2.4964 -3.6425 -0.4 0.1 -0.7
H 1.4705 2.3184 -2.8654 0.6 -0.4 0.0
H 0.0826 2.8027 -1.9480 -0.3 0.5 0.7
H -1.0511 -2.8081 -2.8238 0.3 0.0 -0.1
H 0.0930 -4.2003 -3.0306 -0.4 0.7 0.0
H -0.1112 -5.9730 -4.7436 0.3 -0.2 -0.2
H -1.2207 -5.9416 -6.1525 0.0 0.2 0.4
H -1.8088 -5.7002 -4.4413 0.0 0.1 -0.4
H -2.5869 -1.8740 -5.4733 0.0 -0.4 -0.2
H -2.9941 -3.1890 -4.3880 -0.3 -0.2 0.8
H -3.0741 -3.4882 -6.0798 0.0 0.0 -0.4
B 3.8682 2.0422 -0.7933 1.0 -1.1 -0.3
C 2.5208 1.4618 -0.2841 0.4 0.9 -0.5
N 1.4781 1.1921 0.1619 -1.4 -1.1 -0.1
H 4.5055 1.2654 -1.5548 -0.9 0.4 0.6
H 3.7439 3.1120 -1.3045 -0.5 0.2 0.0
H 4.4921 2.1158 0.2414 0.0 0.1 0.2
C 0.5033 -1.9414 4.4372 1.0 -0.1 0.2
C -0.0464 -1.5468 3.2549 -1.7 -1.1 -0.8
N 0.4524 -0.6022 2.4617 0.4 1.1 -0.8
C 1.4919 0.1220 2.9303 0.1 0.9 -0.9
C 2.1722 -0.2320 4.0878 0.7 0.6 0.2
C 1.7093 -1.3335 4.7871 -0.3 -1.0 0.8
C 3.3828 0.4765 4.5983 -0.1 -0.1 0.1
C 3.8390 1.7313 4.3736 0.4 -1.1 0.1
C 3.5335 2.8136 3.3957 0.8 0.3 0.5
C 4.5480 3.7710 3.2955 0.3 0.1 -0.6
C 4.3867 4.7979 2.3291 1.2 -0.4 1.7
N 3.3453 4.7947 1.5460 -0.3 1.1 -0.8
C 2.4594 3.8517 1.7180 -0.1 -0.5 -0.1
N 2.4506 2.8779 2.5974 0.3 -0.5 0.9
H 0.1038 -2.7835 5.0014 0.0 0.3 -0.1
H -0.9479 -2.0485 2.8841 0.4 0.1 0.1
H 1.7743 1.0527 2.3642 -0.1 -1.2 0.7
H 2.2500 -1.7784 5.6307 0.0 0.6 -0.2
H 3.9628 -0.1890 5.2914 -0.5 1.0 -0.5
H 4.7584 1.9323 4.9502 -0.6 0.1 -0.4
H 5.4808 3.6175 3.8623 -0.7 0.5 -0.3
H 5.1074 5.6268 2.2400 -0.3 -0.6 -0.1
H 1.6886 3.7811 0.9903 -0.8 0.3 -0.6
```
Forces are in eV/Å.

E_tot: -233113.825 eV
relative energy (zero: lowest compared OMol25 entry of this formula, charge and spin): 29.1 kcal/mol
spin multiplicity: 3
LUMO energy (spin up / spin down): -0.3331 / -0.3329 Eh
charge: +3
Kohn-Sham gap (spin up / spin down): 0.202 / 0.202 Ha
expectation value of S²: 2.0209
HOMO level (spin up / spin down): -14.569 / -14.569 eV



The following is a DFT calculation (ωB97M-V with the def2-TZVPD basis set) of a structure of composition C31H55BrFeNP3 at a distorted geometry.

```
92
Properties=species:S:1:pos:R:3:forces:R:3
N -5.9111 -2.1287 4.0744 0.1 -0.4 0.3
C -5.1823 -1.1646 4.6428 -0.1 0.1 -0.8
C -4.7734 -0.0270 3.9360 -0.3 -0.3 -0.6
C -5.1441 0.0989 2.5633 -1.1 -0.8 0.9
C -5.9550 -0.9155 2.0204 0.0 -0.3 0.6
C -6.2910 -2.0263 2.8041 0.3 0.8 -0.2
C -4.6932 1.1790 1.7194 0.1 0.5 -0.8
Fe 0.0987 0.8058 -0.9773 2.0 -0.8 0.0
P 3.2575 0.4523 -1.8000 1.6 1.1 -1.7
C -4.7359 1.1846 0.3412 -2.3 0.5 1.1
C -3.7756 1.8396 -0.4579 -0.1 1.0 -0.4
C -3.6172 1.4849 -1.8354 0.6 0.0 0.3
C -2.3214 1.4346 -2.3330 -0.1 0.8 0.3
C -1.3793 1.7041 -1.3532 -0.6 1.4 -0.4
C -1.5381 2.5440 -0.2328 -0.8 0.8 -0.5
C -2.8402 2.6971 0.1814 0.5 -0.7 -0.5
Br 1.1307 2.4818 -2.2210 -0.5 0.2 0.1
H -4.2735 2.0497 2.2280 0.8 -0.6 0.0
H -5.6039 0.7810 -0.1903 0.7 -0.9 0.2
H -4.1926 0.7208 4.4655 0.0 0.1 -0.3
H -6.3451 -0.8322 1.0131 0.2 -0.1 0.0
H -4.8967 -1.3387 5.6848 -0.1 0.2 -0.3
H -6.8663 -2.8527 2.3727 0.1 0.3 0.3
H -4.4537 1.1840 -2.4556 -0.1 -0.1 0.3
H -3.1442 3.3261 1.0132 0.2 -0.2 0.0
H -1.9749 1.3084 -3.3631 -0.6 -0.4 0.4
H -0.7114 3.1142 0.1968 -0.3 -0.3 -0.3
P -0.5658 -1.5341 -1.0049 -0.3 -0.6 -0.3
C 4.1449 2.0649 -1.3972 -0.8 -0.3 1.1
C 4.8058 2.8319 -2.5193 0.3 0.3 -0.3
H 4.8405 1.8797 -0.5715 -0.1 -0.1 -0.2
H 3.3264 2.6762 -0.9768 0.7 -0.2 0.0
H 5.0529 3.8287 -2.1442 -0.1 -0.1 0.0
H 5.7456 2.3934 -2.8692 -0.2 0.0 0.1
H 4.1295 2.9640 -3.3646 0.1 0.1 0.0
C 3.0571 0.3626 -3.6439 -1.0 0.0 0.2
C 4.2667 0.4379 -4.5599 0.6 -0.2 -0.3
H 2.3299 1.1513 -3.9049 0.5 -0.5 0.1
H 2.5298 -0.5925 -3.8040 0.1 0.2 0.0
H 3.9055 0.5158 -5.5951 0.1 -0.1 0.3
H 4.8837 1.3212 -4.3770 -0.1 -0.4 -0.1
H 4.8925 -0.4606 -4.4963 -0.1 0.2 -0.1
C 4.3877 -0.9497 -1.4024 -0.9 -0.3 0.6
C 5.8479 -0.6268 -1.6128 0.5 0.2 -0.1
H 4.0611 -1.7992 -2.0185 0.0 0.2 0.1
H 4.1896 -1.2147 -0.3533 0.2 -0.1 -0.2
H 6.4493 -1.4690 -1.2662 0.0 0.0 0.0
H 6.0829 -0.4708 -2.6671 0.0 0.1 0.2
H 6.1574 0.2519 -1.0417 0.0 -0.1 -0.1
C 0.2870 -2.8544 -0.0398 0.0 0.0 0.2
C 1.7012 -3.2466 -0.4564 0.1 -0.1 0.0
H -0.3663 -3.7333 -0.1316 0.1 0.2 0.1
H 0.2784 -2.5537 1.0173 0.0 -0.2 -0.2
H 2.0497 -4.0570 0.1978 0.0 0.2 -0.2
H 1.7398 -3.6180 -1.4870 0.0 0.1 0.2
H 2.4139 -2.4201 -0.3626 -0.2 -0.1 0.0
C -0.3965 -2.1857 -2.7265 0.3 -0.2 0.4
C -1.5270 -1.8068 -3.6660 -0.1 0.0 -0.4
H -0.3116 -3.2783 -2.6288 -0.1 0.2 -0.2
H 0.5748 -1.8204 -3.0961 -0.3 -0.1 0.0
H -1.2907 -2.1628 -4.6727 -0.1 0.1 0.1
H -2.4677 -2.2765 -3.3703 0.1 0.1 -0.1
H -1.6882 -0.7263 -3.7153 0.1 -0.2 0.0
C -2.3665 -1.8119 -0.5621 0.2 0.4 -0.4
C -2.7053 -2.4632 0.7751 -0.3 -0.1 0.3
H -2.7716 -2.4182 -1.3823 0.1 0.1 0.2
H -2.8405 -0.8202 -0.6404 0.0 -0.4 0.0
H -3.7112 -2.8906 0.7230 0.1 0.0 0.0
H -2.0238 -3.2743 1.0475 -0.2 0.1 0.0
H -2.7316 -1.7371 1.5932 0.0 -0.2 -0.1
C 3.3268 0.8755 1.9266 0.4 0.1 0.0
C 2.0957 -0.0204 1.7581 -0.4 -0.5 0.3
P 0.5448 0.8797 1.3415 -0.3 0.2 0.4
C -0.8990 -0.0430 2.0362 0.5 -0.1 -0.4
C -0.8271 -0.3703 3.5125 -0.3 -0.3 0.6
C 0.5558 2.4772 2.2502 0.3 0.0 0.0
C 0.9876 2.3944 3.7157 -0.1 0.2 0.3
H 4.0336 0.7170 1.1041 -0.1 0.1 0.2
H 3.8609 0.6248 2.8550 -0.2 0.2 -0.3
H 3.0828 1.9446 1.9430 0.2 -0.3 0.0
H 2.2637 -0.7428 0.9416 -0.2 0.2 0.3
H 1.9140 -0.6196 2.6617 0.1 0.1 -0.2
H -1.8203 0.5081 1.7811 0.4 -0.1 0.0
H -0.9318 -0.9760 1.4608 0.0 0.4 0.2
H -1.2970 0.4097 4.1166 0.1 -0.1 0.0
H -1.3717 -1.2975 3.7255 0.0 0.1 0.0
H 0.1959 -0.5148 3.8712 -0.2 0.0 0.0
H 1.2338 3.1379 1.6868 -0.2 0.0 0.2
H -0.4524 2.9152 2.1716 0.3 -0.3 0.1
H 2.0388 2.1032 3.8245 -0.3 0.1 0.0
H 0.8660 3.3885 4.1652 0.1 -0.3 0.0
H 0.3653 1.6970 4.2875 0.3 0.3 -0.2
```
Forces are in eV/Å.

E_tot: -166807.667 eV
relative energy (zero: lowest compared OMol25 entry of this formula, charge and spin): 0.0 kcal/mol
spin multiplicity: 5
LUMO energy (spin up / spin down): -0.2404 / -0.3235 Eh
charge: +2
Kohn-Sham gap (spin up / spin down): 0.224 / 0.150 Ha
expectation value of S²: 6.2860
HOMO level (spin up / spin down): -12.636 / -12.880 eV